1.
Entry from OMol25: a molecular structure, C7H9Cl (the ωB97M-V functional and the def2-TZVPD basis).

For the HOMO energy, the calculation gives -0.3268 Ha. The orbital gap comes out at 9.86 eV.

Last column: natural (NBO) charge in e.
Cartesian coordinates (Å):
C1 -1.9283 0.0718 -1.3214  -0.642
C2 -0.7184 -0.1807 -0.4960  0.036
C3 0.0249 -1.2880 -0.3009  -0.226
C4 1.1476 -0.8061 0.6146  -0.265
C5 0.3445 0.0821 1.6187  -0.369
C6 0.0388 0.8703 0.3186  -0.282
C7 1.4792 0.5098 -0.1496  -0.148
H1 -2.7337 0.4420 -0.6702  0.221
H2 -1.7342 0.8192 -2.0948  0.222
H3 -2.2870 -0.8366 -1.8103  0.223
H4 -0.1326 -2.2710 -0.7371  0.222
H5 1.9145 -1.5018 0.9211  0.223
H6 0.9620 0.6313 2.3355  0.218
H7 -0.4967 -0.3951 2.1215  0.208
H8 -0.3331 1.8853 0.3279  0.220
H9 1.6510 0.4573 -1.2235  0.219
Cl1 2.8016 1.5100 0.5460  -0.081

=====

2.
Entry from OMol25: a single C7H9Cl molecule (the ωB97M-V functional and the def2-TZVPD basis).

For the HOMO energy, the calculation gives -0.3216 Ha. The orbital gap comes out at 9.35 eV. As for the structure (SMILES): CC1=C[C@H](Cl)CC=C1.

Last column: natural (NBO) charge in e.
Cartesian coordinates (Å):
C1 -0.6933 -0.5922 -2.2714  -0.609
C2 -0.0321 -0.4693 -0.7855  -0.007
C3 0.3955 0.8397 -0.6302  -0.226
C4 1.0437 1.0816 0.7127  -0.217
Cl1 2.7917 0.4260 0.9604  -0.082
C5 -0.0518 0.5491 1.6462  -0.493
C6 -0.2905 -0.9418 1.5690  -0.165
C7 -0.2835 -1.4352 0.3657  -0.232
H1 -0.3310 -1.4468 -2.6461  0.201
H2 -1.8566 -0.6322 -2.3681  0.207
H3 -0.4035 0.4871 -2.6915  0.213
H4 0.1719 1.7103 -1.5034  0.227
H5 1.0857 2.2925 0.6758  0.236
H6 0.3484 1.0103 2.6778  0.237
H7 -1.1316 1.0357 1.8638  0.274
H8 -0.3812 -1.5057 2.4394  0.219
H9 -0.3817 -2.4092 -0.0145  0.216

=====

3.
Entry from OMol25: a molecular structure, C7H9Cl (the ωB97M-V functional and the def2-TZVPD basis).

For the HOMO energy, the calculation gives -0.3377 Ha. The orbital gap comes out at 10.24 eV.

Last column: natural (NBO) charge in e.
Cartesian coordinates (Å):
C1 2.4993 -1.0829 -0.0035  -0.620
C2 1.6008 0.1309 0.0013  -0.170
C3 0.4046 0.2236 1.0244  -0.275
C4 -0.1368 1.6108 0.6653  -0.192
C5 -0.1434 1.6109 -0.6657  -0.192
C6 0.4115 0.2257 -1.0173  -0.277
C7 -0.3524 -0.6582 -0.0016  -0.167
H1 1.9476 -2.0444 0.0292  0.202
H2 3.1318 -1.0909 0.8714  0.217
H3 3.1657 -1.0977 -0.8523  0.218
H4 2.2246 1.0446 -0.0059  0.216
H5 0.4768 -0.0352 2.0647  0.220
H6 -0.4592 2.3713 1.3614  0.223
H7 -0.4322 2.3534 -1.3789  0.221
H8 0.5119 -0.0512 -2.0642  0.220
H9 -0.0332 -1.6914 -0.0129  0.216
Cl1 -2.1315 -0.7131 -0.0017  -0.061

=====

Which structure wins on stability? 1 wins.